Record 1
The following is a DFT calculation (ωB97M-V with the def2-TZVPD basis set) of 2 unconnected molecules or ions with the total composition C27H29N5O5Si at a distorted geometry.

XYZ file:
```
67
C27H29N5O5Si (ωB97M-V with the def2-TZVPD basis set)
C 0.255 -5.601 2.816
Si -0.693 -5.258 1.245
C -1.881 -6.597 0.762
C -1.621 -3.655 1.367
O 0.443 -4.956 0.073
C 0.573 -5.159 -1.318
C 1.054 -6.605 -1.545
C 1.511 -7.387 -0.480
C 1.792 -8.745 -0.675
C 1.685 -9.309 -1.948
C 1.334 -8.498 -3.032
C 1.049 -7.145 -2.839
C -0.742 -4.791 -2.012
C -1.570 -5.744 -2.611
C -2.753 -5.351 -3.251
C -3.133 -4.011 -3.296
C -2.331 -3.062 -2.660
C -1.201 -3.476 -1.950
C 1.678 -4.213 -1.806
C 3.046 -4.469 -1.133
C 3.768 -3.118 -1.226
C 2.672 -2.065 -1.442
N 1.418 -2.810 -1.591
H -0.445 -5.581 3.664
H 0.764 -6.573 2.815
H 1.015 -4.828 2.999
H -2.437 -6.885 1.670
H -2.605 -6.209 0.030
H -1.414 -7.497 0.340
H -2.173 -3.610 2.315
H -0.870 -2.856 1.376
H -2.323 -3.432 0.554
H 1.640 -6.955 0.517
H 2.081 -9.347 0.188
H 1.888 -10.370 -2.099
H 1.272 -8.913 -4.037
H 0.790 -6.496 -3.681
H -1.302 -6.801 -2.581
H -3.359 -6.114 -3.736
H -4.030 -3.686 -3.823
H -2.569 -2.002 -2.715
H -0.662 -2.754 -1.336
H 1.809 -4.389 -2.897
H 2.883 -4.719 -0.074
H 3.585 -5.300 -1.614
H 4.335 -2.922 -0.312
H 4.482 -3.110 -2.061
H 2.602 -1.390 -0.579
H 2.866 -1.442 -2.329
H 0.884 -2.427 -2.367
N -3.946 4.146 2.830
C -3.345 3.334 2.240
C -2.614 2.291 1.592
C -2.730 1.781 0.312
C -2.351 0.429 0.085
N -3.341 -0.368 -0.618
O -4.219 0.207 -1.288
O -3.294 -1.612 -0.450
C -1.475 -0.290 0.919
C -1.430 0.193 2.225
C -1.954 1.464 2.554
N -2.341 1.583 3.840
O -2.065 0.334 4.384
N -1.519 -0.555 3.425
O -1.341 -1.720 3.737
H -3.199 2.366 -0.467
H -0.988 -1.210 0.637
```

Summary:
Highest occupied orbital energy, eV: -8.745
HOMO-LUMO gap, eV: 6.3
SMILES string: C[Si](C)(C)OC(c1ccccc1)(c1ccccc1)[C@@H]1CCCN1.N#Cc1cc([N+](=O)[O-])cc2c1no[n+]2[O-]
Lowest unoccupied orbital energy, eV: -2.46
E_tot, a.u.: -1985.4456

---

Record 2
The following is a DFT calculation (ωB97M-V with the def2-TZVPD basis set) of a molecular structure, C27H29N6O3Pb at a distorted geometry.

XYZ file:
```
66
C27H29N6O3Pb (ωB97M-V with the def2-TZVPD basis set)
Pb -1.497 3.200 0.303
N -5.711 4.245 -1.405
C -4.406 4.318 -1.137
O -3.854 3.429 -0.446
C -3.638 5.480 -1.764
C -2.549 5.958 -0.883
H -6.305 3.530 -0.959
H -6.164 4.985 -1.928
H -4.381 6.256 -1.962
H -3.284 5.101 -2.724
H -2.815 6.312 0.125
H -1.565 6.308 -1.251
C 1.598 -10.562 1.917
O 2.504 -9.470 1.730
C 1.991 -8.238 1.518
C 2.909 -7.201 1.292
C 2.446 -5.935 1.070
C 1.063 -5.661 1.062
C 0.175 -6.707 1.200
C 0.607 -7.967 1.462
C 0.620 -4.322 0.823
N 1.483 -3.301 0.687
C 0.676 -2.219 0.530
C -0.653 -2.552 0.571
N -0.687 -3.914 0.770
C -1.685 -1.637 0.395
C -3.037 -1.991 0.398
C -3.987 -1.000 0.167
C -3.580 0.306 -0.035
N -2.280 0.695 -0.018
C -1.324 -0.253 0.174
C 0.057 0.131 0.188
N 0.422 1.430 0.076
C 1.732 1.725 -0.016
C 2.758 0.791 0.099
C 2.425 -0.528 0.266
C 1.057 -0.888 0.309
H 2.249 -11.450 2.036
H 0.944 -10.753 1.078
H 1.025 -10.487 2.851
H 3.969 -7.432 1.311
H 3.136 -5.101 0.848
H -0.945 -6.595 1.217
H -0.141 -8.765 1.628
H -1.494 -4.531 0.871
H -3.368 -3.014 0.619
H -5.029 -1.267 0.171
H -4.312 1.077 -0.211
H 1.945 2.768 -0.219
H 3.802 1.109 0.063
H 3.175 -1.319 0.338
C 3.589 6.385 -1.223
N 2.389 5.803 -0.611
C 2.147 6.007 0.843
C 1.390 5.164 -1.239
C 1.494 5.075 -2.713
O 0.409 4.648 -0.628
H 4.340 6.591 -0.437
H 3.366 7.334 -1.718
H 4.031 5.673 -1.936
H 2.854 6.751 1.218
H 2.295 5.066 1.390
H 1.098 6.292 0.974
H 2.282 5.765 -3.054
H 0.501 5.320 -3.110
H 1.739 4.032 -2.960
```

Summary:
Highest occupied orbital energy (alpha / beta), eV: -15.639 / -15.949
HOMO-LUMO gap (alpha / beta), eV: 6.9 / 5.3
Lowest unoccupied orbital energy (alpha / beta), eV: -8.72 / -10.66
Total charge: +3
E_tot, a.u.: -1792.5225

---

Record 3
The following is a DFT calculation (ωB97M-V with the def2-TZVPD basis set) of a molecular structure, C27H29N7PSSr at a distorted geometry.

XYZ file:
```
66
C27H29N7PSSr (ωB97M-V with the def2-TZVPD basis set)
Sr 0.367 0.854 -1.220
N -3.264 1.957 -4.037
C -2.345 1.456 -3.190
S -0.679 1.696 -3.663
N -2.878 0.854 -2.135
N -2.011 0.281 -1.259
C -2.529 -0.306 -0.230
C -3.978 -0.374 0.086
C -4.920 -0.815 -0.839
C -6.260 -0.881 -0.490
C -6.675 -0.491 0.776
C -5.743 -0.044 1.702
C -4.400 0.002 1.360
C -1.581 -0.978 0.714
C -2.004 -2.069 1.467
C -1.108 -2.707 2.304
C 0.199 -2.248 2.378
C 0.546 -1.168 1.593
N -0.309 -0.541 0.778
H -2.969 2.523 -4.812
H -4.233 1.927 -3.769
H -4.602 -1.102 -1.831
H -6.984 -1.233 -1.212
H -7.723 -0.534 1.041
H -6.059 0.264 2.690
H -3.674 0.343 2.091
H -3.029 -2.405 1.390
H -1.426 -3.557 2.893
H 0.928 -2.710 3.027
H 1.556 -0.774 1.624
C 1.989 -3.293 -1.906
P 1.044 -1.846 -2.498
C -0.594 -2.583 -2.843
C 1.707 -1.609 -4.184
H 1.932 -4.109 -2.628
H 1.584 -3.635 -0.953
H 3.035 -3.026 -1.756
H -0.501 -3.439 -3.514
H -1.240 -1.834 -3.303
H -1.059 -2.908 -1.911
H 1.673 -2.541 -4.752
H 2.739 -1.260 -4.137
H 1.112 -0.853 -4.698
C 4.018 4.035 -1.129
C 2.976 3.253 -1.585
N 2.639 2.092 -1.002
C 3.338 1.698 0.060
C 4.371 2.432 0.621
C 4.724 3.617 -0.010
C 5.066 1.955 1.830
C 4.538 1.434 2.935
C 3.127 1.239 3.324
C 2.854 0.652 4.555
C 1.527 0.487 4.905
N 0.528 0.891 4.122
C 0.894 1.465 2.982
N 2.129 1.648 2.530
H 4.267 4.956 -1.634
H 2.384 3.553 -2.442
H 3.070 0.743 0.499
H 5.536 4.217 0.381
H 6.148 2.048 1.808
H 5.240 1.131 3.704
H 3.649 0.337 5.216
H 1.252 0.025 5.846
H 0.090 1.807 2.339
```

Summary:
Highest occupied orbital energy, eV: -10.176
HOMO-LUMO gap, eV: 7.2
Lowest unoccupied orbital energy, eV: -3.01
Total charge: +1
E_tot, a.u.: -2199.7255

---

Record 4
The following is a DFT calculation (ωB97M-V with the def2-TZVPD basis set) of 2 unconnected molecules or ions with the total composition C27H29OSi at a distorted geometry.

XYZ file:
```
58
C27H29OSi (ωB97M-V with the def2-TZVPD basis set)
C 1.785 0.983 1.835
C 2.903 0.113 1.751
C 4.184 0.731 1.592
C 5.282 -0.001 1.166
C 5.153 -1.384 0.938
C 3.942 -2.031 1.229
C 2.860 -1.312 1.737
C 0.437 0.691 1.575
C -0.147 -0.566 1.601
C -1.554 -0.965 1.373
C -1.858 -1.388 0.059
C -3.121 -1.853 -0.292
C -4.140 -1.923 0.668
C -3.842 -1.579 1.991
C -2.564 -1.137 2.353
H 2.028 2.035 2.025
H 4.253 1.810 1.764
H 6.236 0.510 1.009
H 6.009 -1.953 0.574
H 3.850 -3.108 1.068
H 1.983 -1.837 2.121
H -0.195 1.565 1.381
H 0.531 -1.365 1.267
H -1.058 -1.338 -0.687
H -3.322 -2.148 -1.322
H -5.146 -2.239 0.385
H -4.620 -1.658 2.751
H -2.334 -0.936 3.399
C -1.669 4.182 0.657
Si -2.322 3.724 2.346
C -2.782 5.192 3.392
C -3.638 2.408 2.297
O -0.951 2.936 2.989
C -0.580 2.331 4.122
C -0.535 0.970 4.363
C -0.358 0.741 5.828
C -0.118 2.146 6.361
C 0.085 2.577 7.666
C 0.281 3.951 7.910
C 0.246 4.879 6.851
C -0.019 4.454 5.547
C -0.201 3.078 5.325
H -2.464 4.567 0.002
H -0.891 4.956 0.748
H -1.213 3.308 0.167
H -3.746 5.606 3.061
H -2.877 4.910 4.450
H -2.032 5.990 3.314
H -4.613 2.849 2.042
H -3.396 1.633 1.556
H -3.724 1.915 3.277
H -0.668 0.197 3.630
H -1.248 0.311 6.322
H 0.474 0.061 6.064
H 0.068 1.861 8.492
H 0.489 4.307 8.921
H 0.424 5.937 7.063
H -0.064 5.161 4.717
```

Summary:
Highest occupied orbital energy, eV: -10.370
HOMO-LUMO gap, eV: 4.5
Lowest unoccupied orbital energy, eV: -5.82
Total charge: +1
E_tot, a.u.: -1410.7203

---

Record 5
The following is a DFT calculation (ωB97M-V with the def2-TZVPD basis set) of a molecular structure, C27H30Al2Br3Cl2Cs2F9I3KNO5P at a distorted geometry.

XYZ file:
```
86
C27H30Al2Br3Cl2Cs2F9I3KNO5P (ωB97M-V with the def2-TZVPD basis set)
C 5.649 0.811 -1.844
C 4.186 1.323 -1.964
I 2.841 0.753 -0.340
C 3.722 2.087 -2.997
I 5.055 2.702 -4.557
C 2.217 2.451 -2.928
C 1.261 1.358 -3.293
I 1.993 -0.578 -3.892
C -0.147 1.641 -3.194
C -0.695 2.944 -2.744
C 0.239 4.022 -2.421
C -0.370 5.397 -1.991
C 1.709 3.750 -2.515
P 2.917 5.113 -2.042
O 4.180 4.545 -1.422
C -2.257 3.069 -2.636
O -2.868 4.081 -2.855
C -2.962 1.741 -2.187
N -4.074 1.832 -1.315
C -2.444 0.540 -2.627
C -2.990 -0.860 -2.230
C -1.855 -1.528 -1.315
F -1.153 -0.427 -0.687
C -1.199 0.527 -3.542
O -1.066 -0.269 -4.451
H 6.356 1.541 -1.373
H 6.037 0.451 -2.841
H 5.607 -0.104 -1.190
H -1.301 5.186 -1.404
H -0.712 5.940 -2.922
H 0.345 6.074 -1.469
H 2.291 5.879 -1.001
H 3.175 5.972 -3.150
H -4.675 2.624 -1.586
H -4.688 1.017 -1.368
H -3.025 -1.474 -3.179
H -4.004 -0.855 -1.764
H -1.088 -1.987 -2.004
H -2.256 -2.259 -0.574
C -4.082 -0.961 2.718
C -3.113 -0.464 1.856
C -1.784 -0.433 2.250
C -1.414 -0.906 3.503
C -2.379 -1.406 4.369
C -3.716 -1.429 3.977
H -5.121 -0.984 2.411
H -3.392 -0.099 0.873
H -1.030 -0.039 1.578
H -0.371 -0.885 3.804
H -2.090 -1.775 5.346
H -4.472 -1.814 4.652
C 5.708 -3.193 -3.639
Br 3.961 -3.290 -4.452
Br 6.923 -2.078 -4.645
Br 5.570 -2.628 -1.789
H 6.120 -4.197 -3.643
K 1.298 -0.540 -6.638
C 9.324 -3.009 1.604
C 8.801 -2.226 0.427
O 8.962 -2.611 -0.702
C 8.069 -0.939 0.719
H 9.829 -3.909 1.243
H 10.041 -2.406 2.162
H 8.493 -3.309 2.253
H 8.732 -0.241 1.239
H 7.188 -1.144 1.324
H 7.751 -0.483 -0.219
F -6.080 -5.248 3.451
Al -7.063 -3.802 3.420
F -6.748 -2.915 1.941
F -6.671 -2.801 4.791
F -8.759 -4.247 3.484
C -10.853 -1.705 3.849
Cl -9.287 -0.946 4.116
Cl -11.818 -0.807 2.660
H -10.692 -2.716 3.481
H -11.396 -1.735 4.790
F -2.034 0.688 6.932
Al -3.713 0.677 7.447
F -4.361 -0.932 7.267
F -4.630 1.794 6.464
F -3.806 1.163 9.126
Cs 5.827 -1.910 2.413
Cs 10.235 -2.700 3.864
O -3.198 0.256 -7.543
H -2.711 0.247 -6.719
```

Summary:
Highest occupied orbital energy, eV: -5.724
HOMO-LUMO gap, eV: 0.9
Lowest unoccupied orbital energy, eV: -4.84
E_tot, a.u.: -13378.5171

---

Record 6
The following is a DFT calculation (ωB97M-V with the def2-TZVPD basis set) of a molecular structure, C27H30AlBrN4OS2 at a distorted geometry.

XYZ file:
```
66
C27H30AlBrN4OS2 (ωB97M-V with the def2-TZVPD basis set)
Al -0.220 -0.669 0.277
C 2.360 -0.457 -1.699
N 1.918 -0.208 -0.313
C 2.119 1.196 0.048
C 0.981 2.004 -0.571
N -0.336 1.337 -0.378
C -1.093 1.317 -1.658
C -1.078 1.976 0.710
C -1.926 3.048 0.468
C -2.592 3.673 1.507
C -2.406 3.233 2.808
C -1.572 2.157 3.057
C -0.907 1.506 2.017
S 0.091 0.095 2.407
C 2.561 -1.174 0.550
C 3.716 -0.908 1.267
C 4.292 -1.896 2.050
C 3.721 -3.158 2.101
C 2.566 -3.432 1.385
C 1.971 -2.443 0.609
S 0.465 -2.758 -0.262
H 3.438 -0.288 -1.787
H 1.839 0.204 -2.392
H 2.135 -1.484 -1.974
H 3.078 1.577 -0.319
H 2.093 1.279 1.131
H 1.153 2.110 -1.642
H 0.960 3.004 -0.139
H -1.066 2.288 -2.155
H -2.130 1.036 -1.474
H -0.646 0.570 -2.319
H -2.089 3.396 -0.543
H -3.265 4.492 1.294
H -2.921 3.718 3.628
H -1.429 1.792 4.066
H 4.173 0.073 1.220
H 5.184 -1.674 2.621
H 4.175 -3.935 2.704
H 2.104 -4.409 1.431
Br -4.439 0.563 -0.678
C -4.802 -4.139 1.254
N -4.639 -2.705 1.081
N -3.678 -2.327 0.129
C -3.095 -1.142 0.546
O -1.921 -0.810 0.094
C -3.546 -0.929 1.894
C -4.451 -1.887 2.173
C -5.177 -2.146 3.444
C -3.890 -2.672 -1.227
C -2.804 -2.789 -2.085
C -3.013 -3.108 -3.417
C -4.295 -3.335 -3.895
C -5.376 -3.216 -3.035
C -5.180 -2.875 -1.707
H -4.851 -4.613 0.279
H -5.734 -4.326 1.782
H -3.969 -4.577 1.815
H -3.255 -0.085 2.494
H -5.045 -1.304 4.119
H -4.789 -3.043 3.930
H -6.243 -2.288 3.261
H -1.803 -2.634 -1.710
H -2.163 -3.193 -4.082
H -4.451 -3.596 -4.934
H -6.383 -3.374 -3.399
H -6.026 -2.728 -1.050
```

Summary:
Highest occupied orbital energy, eV: -7.375
HOMO-LUMO gap, eV: 7.9
Lowest unoccupied orbital energy, eV: 0.49
E_tot, a.u.: -4954.1129

---

Record 7
The following is a DFT calculation (ωB97M-V with the def2-TZVPD basis set) of a molecular structure, C27H30BF6IrN7O6S5 at a distorted geometry.

XYZ file:
```
83
C27H30BF6IrN7O6S5 (ωB97M-V with the def2-TZVPD basis set)
Ir 0.721 0.311 0.368
C 4.648 -0.008 -0.514
N 4.312 1.400 -0.370
C 5.082 2.339 0.251
C 4.381 3.507 0.222
N 3.190 3.271 -0.407
B 2.316 4.477 -0.874
N 0.747 4.217 -0.990
C 0.107 5.131 -1.787
C -1.213 5.113 -1.483
N -1.385 4.156 -0.523
C -2.633 3.997 0.201
C -0.184 3.611 -0.229
S 0.021 2.429 1.041
C 3.166 1.986 -0.772
S 1.829 1.131 -1.471
H 5.658 -0.150 -0.143
H 4.602 -0.284 -1.566
H 3.961 -0.621 0.067
H 6.044 2.103 0.668
H 4.639 4.485 0.584
H 2.451 5.331 -0.048
H 2.666 4.781 -1.977
H 0.657 5.752 -2.470
H -2.026 5.722 -1.837
H -3.406 3.644 -0.476
H -2.917 4.964 0.610
H -2.489 3.299 1.021
N 0.674 -1.325 -1.048
C 0.930 -2.466 -0.980
N 1.226 -3.709 -0.936
C 0.247 -4.736 -0.525
C 0.191 -5.801 -1.613
O 1.478 -6.318 -1.857
C 2.340 -5.329 -2.370
C 2.550 -4.223 -1.343
H -0.713 -4.248 -0.366
H 0.604 -5.155 0.418
H -0.232 -5.382 -2.536
H -0.435 -6.631 -1.290
H 1.935 -4.918 -3.304
H 3.290 -5.813 -2.590
H 3.130 -3.391 -1.738
H 3.026 -4.609 -0.440
F 2.117 -3.770 3.591
C 1.018 -3.046 3.597
F 0.044 -3.680 2.956
F 0.653 -2.771 4.830
S 1.345 -1.481 2.660
O 1.932 -1.894 1.402
O 0.094 -0.748 2.439
N 2.364 -0.720 3.572
S 3.044 0.510 2.845
O 4.447 0.405 2.675
O 2.263 0.956 1.647
C 2.693 1.917 4.002
F 1.386 2.083 4.112
F 3.257 3.007 3.508
F 3.218 1.618 5.172
O -1.209 -0.102 -0.098
S -2.385 0.833 -0.566
C -3.086 -0.145 -1.856
C -2.939 0.359 -3.143
C -3.440 -0.374 -4.209
C -4.067 -1.587 -3.972
C -4.214 -2.078 -2.678
C -3.728 -1.356 -1.605
C -3.559 0.643 0.760
C -4.844 1.128 0.531
C -5.784 1.014 1.539
C -5.438 0.427 2.752
C -4.157 -0.060 2.955
C -3.200 0.037 1.952
H -2.442 1.307 -3.308
H -3.341 0.002 -5.218
H -4.465 -2.153 -4.804
H -4.722 -3.018 -2.512
H -3.859 -1.707 -0.590
H -5.125 1.555 -0.423
H -6.790 1.377 1.378
H -6.177 0.342 3.536
H -3.894 -0.521 3.897
H -2.199 -0.345 2.100
```

Summary:
Highest occupied orbital energy (alpha / beta), eV: -14.118 / -14.064
HOMO-LUMO gap (alpha / beta), eV: 7.2 / 5.9
Lowest unoccupied orbital energy (alpha / beta), eV: -6.92 / -8.17
Total charge: +2
2S+1: 2
E_tot, a.u.: -4600.3508